Below is a single C4H3NO molecule at a distorted geometry, with properties calculated with ωB97M-V with the def2-TZVPD basis set.

- HOMO energy: -11.12 eV
- Lowest unoccupied orbital energy: 0.58 eV
- E: -7731.24677 eV
- Energy relative to the best compared isomer or geometry (same formula, charge and spin): 34.5 kcal per mole
- SMILES: C#C[C@H](O)C#N
- Total charge: 0

XYZ file:
```
9
Properties=species:S:1:pos:R:3:nbo_charge:R:1
C -0.83 1.73 0.94 -0.160
C -0.25 0.88 0.31 -0.067
C 0.46 -0.15 -0.47 -0.054
O -0.26 -0.62 -1.58 -0.658
C 0.84 -1.29 0.41 0.248
N 1.09 -2.21 1.05 -0.282
H -1.34 2.49 1.50 0.244
H 1.38 0.28 -0.87 0.250
H -1.06 -1.06 -1.27 0.480
```